DFT (ωB97M-V with the def2-TZVPD basis set) results for a molecular structure, C38H32F5MoN5O2S.

```
84
Properties=species:S:1:pos:R:3:forces:R:3
C 0.074627 -2.568993 -1.823697 0.11 0.04 -0.07
C 1.529156 -0.945538 -0.667694 0.01 -0.06 -0.24
C 1.389138 1.636031 3.972208 0.12 -0.03 0.25
N -0.581417 -1.446202 0.227423 -0.12 0.06 0.21
H 0.812216 1.497642 -1.764924 -0.01 0.00 0.00
C 0.292587 -1.163457 3.107990 -0.12 0.05 -0.10
N 0.863216 -3.197347 -5.127686 -0.08 -0.12 0.19
C 0.598561 -3.090775 5.097129 0.01 -0.02 0.00
N 0.768385 -3.546602 -3.941460 0.09 0.14 -0.17
H -0.123598 2.891570 -6.806494 0.00 0.01 0.00
H 0.317370 4.380613 0.673482 0.02 0.01 0.01
C -1.650329 -2.209731 0.297175 0.11 -0.02 -0.05
Mo 0.094871 0.278738 1.571882 0.51 0.27 0.14
C -3.669400 0.001686 -0.152173 0.06 0.09 0.01
H -0.867506 3.179552 2.513326 0.02 -0.01 0.01
F -0.196203 2.888756 5.207134 0.01 0.01 -0.04
H 2.127293 1.933780 -0.672384 -0.01 0.01 0.00
C 0.322505 -0.773991 -5.031912 0.02 0.02 -0.07
C 1.078513 -1.829698 -5.518223 -0.05 -0.08 0.00
F 1.199970 2.611530 7.466770 0.01 -0.01 0.00
H 1.315092 -2.599739 1.863029 -0.01 0.01 -0.01
H 3.369226 1.150546 7.312446 0.01 0.00 0.01
C -3.582451 0.104965 1.235005 -0.01 -0.05 0.01
C -1.940164 -3.186663 -0.675150 0.07 0.03 0.01
H 2.519420 -2.455892 -6.967451 0.00 -0.01 -0.01
C -5.790878 -0.865317 1.394226 -0.04 -0.02 0.01
C 2.562209 0.880334 4.027986 0.01 0.10 0.05
H 2.954883 -2.014381 -3.541744 -0.02 -0.03 -0.02
H 3.435539 -0.608501 -1.570202 -0.01 0.05 0.02
C 1.077909 -3.357317 3.831792 -0.01 0.01 0.05
H 2.892581 -0.149638 -7.840708 0.01 0.01 -0.01
H -0.699573 -0.033708 4.653538 -0.01 0.00 -0.02
C 0.963178 2.212511 5.171945 0.04 -0.07 -0.01
H -6.616967 -1.199749 2.008677 0.00 0.00 0.00
N 0.674418 1.756289 2.782938 -0.34 -0.40 -0.36
F 4.370588 -0.027126 5.201076 0.01 0.01 0.02
H -0.108242 1.311612 -5.155786 0.00 0.00 -0.01
H 1.282510 3.903350 -7.204878 0.00 0.00 0.02
H -0.401496 -1.737840 6.413313 0.00 0.00 0.00
C 3.253003 0.710035 5.213039 -0.01 -0.03 -0.05
H -2.306232 -2.055421 1.140854 -0.01 0.01 0.03
C 2.182085 -0.340003 -7.048234 -0.04 0.01 0.05
C 1.443927 0.727736 -6.537629 0.03 0.05 -0.02
C 0.916032 -2.388200 2.849633 0.15 0.02 0.00
N 0.199120 2.356163 0.056392 -0.03 -0.08 0.04
H 1.569786 -4.299373 3.629957 0.00 -0.01 0.00
C -1.100007 2.731601 -0.508195 -0.06 0.07 0.03
C 2.480990 -1.109532 -1.653884 -0.05 -0.05 0.13
H -0.419630 -0.936612 -4.261206 0.01 -0.04 0.01
H -1.307374 -4.075320 -2.518551 -0.03 0.01 -0.01
H 1.255442 3.206281 -1.571934 0.00 0.00 0.01
H 1.755934 3.395228 0.971230 -0.01 -0.01 0.05
C 1.977206 -1.613381 -6.558901 0.01 0.06 0.07
C -1.105626 -3.343786 -1.747254 -0.05 -0.04 0.02
H 0.656923 3.852156 3.084341 0.01 0.00 -0.01
C 1.157177 2.245132 -1.049826 0.01 -0.01 -0.05
C -4.663346 -0.333746 2.000099 0.03 -0.02 0.05
C -5.862146 -0.976085 0.013216 0.02 -0.01 -0.02
C 2.209992 -1.932772 -2.761039 -0.07 -0.02 0.11
C 0.497333 0.504588 -5.541909 0.00 0.02 0.00
H -1.460585 1.924352 -1.142572 -0.03 -0.01 -0.03
H -1.827172 2.896947 0.283065 0.00 -0.03 0.01
C 0.310000 -1.663981 -0.780716 -0.01 -0.05 -0.05
F 0.744208 -4.026502 6.062303 0.01 0.00 0.00
C 0.664877 3.391271 0.997954 0.10 0.05 0.01
O 1.704999 1.944370 -7.083556 0.00 -0.06 -0.03
H -2.846194 0.339105 -0.763775 0.08 0.02 -0.04
C 0.220275 3.104230 2.420414 0.00 0.11 -0.05
H -6.740200 -1.397506 -0.457688 -0.01 0.00 -0.01
C 0.944078 3.046245 -6.629576 -0.01 0.01 0.02
C -0.180026 -0.953760 4.409517 -0.10 -0.05 -0.01
H 1.113654 3.232515 -5.565179 -0.01 0.01 -0.01
C -0.031156 -1.902532 5.410025 0.02 -0.03 0.01
C 1.033621 -2.631953 -2.868465 0.00 -0.07 -0.04
O 1.651003 -0.162713 0.384977 -0.18 0.12 0.09
S -2.215640 0.832969 2.093468 -0.03 0.08 -0.05
C 2.824419 1.287939 6.390664 -0.06 0.04 -0.06
H -4.833047 -0.614384 -1.835893 0.00 0.00 0.00
H -2.829843 -3.788052 -0.557166 -0.01 -0.01 -0.02
C 1.671229 2.045451 6.347136 -0.01 -0.04 -0.03
C -4.793283 -0.538597 -0.756246 -0.05 -0.02 -0.02
F 3.039412 0.317511 2.913713 -0.03 0.02 0.02
H -1.005247 3.639981 -1.118799 -0.01 0.00 0.03
H -4.607741 -0.258859 3.078281 0.01 0.00 0.01
```
Positions in Å, forces in eV/Å.

Properties
Frontier orbital gap (alpha / beta), hartree: 0.2371 / 0.2619
Relative energy (zero: lowest compared OMol25 entry of this formula, charge and spin), kcal per mole: 0.5
E, eV: -77748.0702
Spin multiplicity: 3
HOMO energy (alpha / beta), eV: -7.2 / -8.0

Atom charges from the Mulliken analysis, given in e for atoms 1 to 2:
1 C 0.6516
2 C 0.0707